(1)
64
Properties=species:S:1:pos:R:3:forces:R:3 method="wB97M-V/def2-TZVPD" charge=+3 lumo_energy_ev="-9.54 / -11.38" gap_ev="6.72 / 5.24" multiplicity=5 e_above_lowest_kcal_mol=0.0
Os 0.046513 -0.065146 -1.154378 0.217 -0.512 -0.364
N 4.350264 -0.180417 -1.258542 0.103 0.110 -0.076
C 3.106317 -0.551705 -1.142337 -0.121 0.101 -0.038
N 2.073464 0.265041 -1.361689 0.015 0.231 0.114
C 2.331113 1.595349 -1.808076 0.285 -0.047 -0.077
N 1.370116 2.394533 -2.154478 -0.305 -0.361 0.087
N 0.147461 1.769006 -2.007305 0.340 0.297 0.119
C -0.932703 2.315202 -2.423626 -0.192 -0.003 -0.065
C -2.145876 1.533450 -2.184824 0.120 -0.098 0.076
C -3.395220 1.953350 -2.581066 -0.086 0.053 -0.047
C -4.496988 1.142884 -2.321985 -0.015 0.036 -0.041
C -4.308630 -0.063929 -1.671212 -0.088 -0.027 -0.019
C -3.032709 -0.440519 -1.296053 0.115 0.102 -0.045
N -1.959253 0.332009 -1.538806 -0.215 0.082 -0.033
C 3.710611 2.043626 -1.877760 -0.214 0.026 -0.020
C 4.053607 3.354818 -2.226476 -0.046 0.007 -0.011
C 5.380161 3.726131 -2.261484 0.022 -0.013 0.001
C 6.381695 2.800286 -1.956356 0.021 0.035 -0.019
C 6.063197 1.497288 -1.624979 0.078 -0.014 -0.017
C 4.727076 1.136666 -1.592050 0.054 -0.251 0.078
H 5.075088 -0.876017 -1.126398 0.031 0.023 0.056
H 2.906036 -1.573684 -0.862753 -0.074 -0.094 0.012
H -0.925079 3.278418 -2.922414 -0.044 -0.008 -0.005
H -3.502509 2.899198 -3.096096 -0.021 -0.018 0.009
H -5.486251 1.451592 -2.634437 0.013 0.004 0.009
H -5.138716 -0.723964 -1.459822 0.006 0.013 -0.004
H -2.846308 -1.378443 -0.792244 0.015 0.003 0.004
H 3.269702 4.058484 -2.468401 0.018 0.006 0.011
H 5.650734 4.738093 -2.529316 -0.006 -0.006 0.002
H 7.419932 3.102960 -1.982614 -0.008 -0.003 -0.011
H 6.839209 0.776374 -1.397643 -0.012 0.010 -0.006
C -1.850878 0.159530 6.099199 0.025 0.004 0.129
Ge -2.136123 0.084982 4.203367 0.066 0.051 -0.064
C -3.308240 1.426698 3.467979 -0.080 0.130 -0.026
C -2.295768 -1.654369 3.398058 -0.015 -0.160 -0.027
C -0.136386 0.681423 3.561494 0.246 -0.023 0.110
Se -0.017817 1.084858 1.769253 -0.122 0.065 -0.025
C -0.391351 2.977870 1.768594 0.007 0.065 0.018
H -2.782144 -0.141416 6.584902 0.023 0.003 0.029
H -1.607306 1.171629 6.418213 -0.008 -0.013 0.039
H -1.063141 -0.526254 6.406367 -0.011 0.006 0.034
H -4.332443 1.164031 3.741711 0.001 0.021 -0.017
H -3.250661 1.466409 2.379388 -0.034 0.006 0.005
H -3.101046 2.410205 3.890207 -0.027 0.005 -0.027
H -3.298728 -2.037491 3.597735 0.017 -0.016 -0.019
H -1.577420 -2.348329 3.833779 -0.013 -0.017 -0.034
H -2.149700 -1.612739 2.318499 -0.019 -0.030 -0.003
H 0.434291 -0.215584 3.798105 -0.055 -0.013 0.010
H 0.110826 1.536899 4.188712 -0.054 -0.010 0.015
H -1.307738 3.149913 2.328407 -0.008 0.002 -0.009
H -0.508152 3.289573 0.734041 0.003 0.009 0.000
H 0.447211 3.495615 2.229259 -0.002 0.004 0.012
F -0.141258 -7.269567 -2.772632 0.002 -0.005 -0.004
C -0.178209 -6.093638 -2.204551 0.009 -0.148 -0.078
C -1.108772 -5.838752 -1.204949 -0.075 -0.071 0.056
F -1.952090 -6.779368 -0.836267 -0.009 0.008 0.004
C -1.137425 -4.596831 -0.608448 0.051 -0.031 0.035
F -2.031829 -4.362387 0.342661 -0.007 0.045 0.035
C -0.253040 -3.580873 -0.995465 0.054 0.128 -0.168
S -0.299545 -2.089827 -0.118995 0.003 0.084 0.356
C 0.661413 -3.871196 -2.012891 -0.053 0.134 -0.081
F 1.521086 -2.926797 -2.419399 0.030 0.105 0.080
C 0.714452 -5.105315 -2.611628 0.069 -0.044 -0.079
F 1.595893 -5.359862 -3.559105 -0.019 0.023 0.017

---

(2)
58
Properties=species:S:1:pos:R:3:forces:R:3 method="wB97M-V/def2-TZVPD" lumo_energy_ev=0.62 smiles="O=C(CN(Cc1ccccc1)C(=O)CCC(=O)Nc1ccccn1)NCc1ccc(F)cc1" gap_ev=9.34 e_above_lowest_kcal_mol=25.0
O 2.867790 2.112522 0.753716 0.245 0.302 -0.077
C 2.360840 1.018785 0.886487 0.256 -0.510 0.080
C 3.174993 -0.282230 0.831569 0.060 0.151 0.311
N 2.796092 -1.123568 -0.292535 0.153 0.190 0.233
C 3.487800 -0.941939 -1.556139 0.080 -0.066 -0.381
C 2.608263 -0.445640 -2.683196 0.084 0.107 -0.137
C 2.784387 -0.943117 -3.969122 0.057 0.047 0.147
C 1.989501 -0.496844 -5.009538 -0.001 -0.021 -0.093
C 1.005618 0.447751 -4.774686 -0.036 0.029 -0.066
C 0.831330 0.954423 -3.499032 0.000 0.038 -0.006
C 1.631484 0.515464 -2.460269 0.111 -0.040 -0.002
C 1.787592 -1.997841 -0.105679 0.199 -0.178 -0.227
O 1.185610 -2.045445 0.963404 -0.087 -0.214 0.244
C 1.423486 -2.918973 -1.252181 -0.300 -0.090 0.105
C -0.021776 -3.399830 -1.083476 0.189 0.171 -0.045
C -0.927806 -2.176579 -1.125322 -0.010 -0.404 0.228
O -1.097704 -1.537367 -2.140821 0.003 0.131 -0.295
N -1.485836 -1.869819 0.078180 -0.091 -0.267 0.262
C -2.364827 -0.844155 0.401858 -0.325 0.373 -0.057
C -2.780515 0.139468 -0.495844 0.055 -0.007 -0.126
C -3.676345 1.088481 -0.038984 -0.024 -0.122 0.245
C -4.126375 1.030104 1.272492 -0.054 -0.019 -0.124
C -3.644540 0.013767 2.079989 -0.201 0.197 0.003
N -2.783258 -0.895605 1.663338 0.282 -0.387 -0.069
N 1.045660 0.804187 1.070127 -0.573 -0.009 0.144
C 0.082272 1.875100 1.083248 0.078 0.302 -0.235
C -0.756648 1.937615 2.333806 0.063 -0.024 0.009
C -0.604918 1.038465 3.379188 -0.037 0.168 -0.103
C -1.404431 1.124327 4.505838 -0.218 0.124 0.170
C -2.354531 2.123817 4.574826 0.116 -0.039 -0.120
F -3.143195 2.210125 5.668497 0.026 -0.003 -0.038
C -2.524461 3.038735 3.551498 -0.027 -0.021 0.198
C -1.721544 2.934919 2.432639 0.132 -0.138 0.111
H 4.233404 -0.029096 0.759909 -0.153 0.025 -0.018
H 2.995697 -0.847867 1.751053 0.086 0.090 -0.107
H 3.964994 -1.884260 -1.851400 0.015 0.147 -0.027
H 4.279243 -0.206442 -1.387816 -0.038 -0.165 0.051
H 3.545720 -1.688522 -4.154523 0.066 -0.098 -0.011
H 2.134276 -0.895069 -6.002839 0.000 -0.033 -0.085
H 0.376774 0.786700 -5.583813 -0.061 0.027 -0.071
H 0.069471 1.695145 -3.310030 -0.084 0.069 0.022
H 1.495730 0.922077 -1.471184 -0.078 0.043 0.121
H 1.508310 -2.397920 -2.204143 0.047 -0.128 0.038
H 2.109996 -3.769567 -1.251559 0.058 0.038 -0.039
H -0.282644 -4.049946 -1.919088 -0.053 0.044 0.042
H -0.133493 -3.943764 -0.146721 -0.007 -0.031 -0.064
H -1.221967 -2.422791 0.884966 0.030 0.078 -0.212
H -2.415066 0.137704 -1.508820 0.025 -0.011 -0.029
H -4.024333 1.865824 -0.703761 -0.019 0.048 -0.063
H -4.831728 1.749720 1.655031 -0.057 0.065 0.072
H -3.959354 -0.085316 3.109872 -0.063 0.084 0.088
H 0.716825 -0.146547 1.192695 0.186 -0.010 -0.058
H 0.651023 2.805464 0.973327 -0.137 -0.144 -0.045
H -0.586863 1.777274 0.216429 0.101 0.074 0.089
H 0.141190 0.261592 3.325916 0.076 -0.089 -0.015
H -1.297288 0.426968 5.321199 -0.014 -0.066 0.108
H -3.272262 3.810882 3.639067 -0.092 0.076 0.036
H -1.841665 3.638650 1.622362 -0.036 0.095 -0.111

---

(3)
62
Properties=species:S:1:pos:R:3:forces:R:3 method="wB97M-V/def2-TZVPD" charge=+2 lumo_energy_ev=-4.97 gap_ev=8.54
Zn -0.468829 0.367131 -4.186293 -0.193 0.096 0.004
C 3.869268 -2.498990 1.428939 -0.029 0.006 -0.020
C 3.618674 -1.024294 1.160357 -0.031 -0.102 -0.003
N 2.444721 -0.799694 0.292821 0.031 0.050 -0.030
C 2.635938 -0.695909 -1.026064 0.024 -0.020 0.196
C 1.655369 -0.462425 -1.957942 -0.142 -0.035 -0.022
C 2.161932 -0.436875 -3.400913 -0.076 0.144 0.036
O 3.349883 -0.590312 -3.576015 -0.012 -0.040 -0.042
O 1.286811 -0.258502 -4.335351 0.241 -0.150 -0.174
C 0.324596 -0.280862 -1.503404 0.145 -0.001 -0.102
O -0.672060 0.044618 -2.224908 -0.042 -0.005 0.030
C 0.097005 -0.476173 -0.077286 0.051 0.027 0.003
C -1.203534 -0.395042 0.434461 -0.073 0.046 -0.053
C -1.424966 -0.558164 1.767564 -0.034 0.043 0.039
F -2.677852 -0.420666 2.243983 0.025 -0.010 0.003
C -0.383997 -0.836457 2.670479 -0.029 0.023 0.017
C 0.897324 -0.921854 2.165995 0.040 -0.030 0.090
C 1.159218 -0.725698 0.802205 0.031 -0.062 0.000
N -0.591569 -1.021834 4.062042 0.070 -0.037 0.066
C -1.854234 -1.563430 4.541170 0.053 0.043 -0.012
C -1.637859 -2.203426 5.899876 0.042 0.015 -0.041
N -1.095914 -1.163295 6.848485 0.008 -0.017 -0.022
C 0.177169 -0.550712 6.324429 0.001 -0.018 -0.040
C -0.088158 0.021239 4.945218 -0.133 -0.003 -0.057
H 4.772712 -2.613588 2.027015 -0.016 -0.006 0.006
H 4.014535 -3.037878 0.492308 0.008 0.004 0.017
H 3.039661 -2.964286 1.963012 0.007 0.007 -0.011
H 4.470894 -0.577567 0.654680 -0.001 0.013 -0.040
H 3.471678 -0.460749 2.078824 0.016 0.044 0.013
H 3.653229 -0.798631 -1.384728 -0.003 0.013 -0.015
H -2.026415 -0.170492 -0.230216 0.010 -0.011 0.004
H 1.694360 -1.182230 2.848530 -0.030 0.011 -0.016
H -2.216343 -2.333149 3.864338 -0.007 -0.008 -0.041
H -2.637365 -0.797021 4.617169 -0.024 -0.005 0.000
H -0.895379 -2.996863 5.845874 0.014 -0.009 0.038
H -2.563762 -2.591128 6.318584 -0.017 0.020 0.018
H -0.941417 -1.571209 7.771621 0.021 -0.011 0.000
H -1.795605 -0.426384 6.968907 -0.012 0.002 0.015
H 0.912271 -1.351562 6.281098 0.009 -0.017 0.023
H 0.502496 0.212657 7.027377 -0.025 0.013 0.028
H 0.839234 0.433844 4.555756 0.029 -0.017 -0.007
H -0.805691 0.854162 5.026798 0.024 0.027 -0.012
S -4.317568 -1.001869 -6.105712 -0.095 0.049 0.036
C -3.695997 -2.129317 -4.984529 0.010 -0.041 -0.119
C -2.508273 -1.698669 -4.504536 0.036 0.119 -0.026
N -2.107567 -0.472850 -5.001867 -0.003 -0.177 0.233
C -2.988126 0.003912 -5.849225 0.078 -0.025 -0.127
H -4.217419 -3.044255 -4.756460 0.031 0.010 -0.011
H -1.880459 -2.219458 -3.798084 -0.008 0.035 0.005
H -2.874496 0.945811 -6.365655 -0.003 -0.015 0.048
N 0.346221 5.464183 -0.828828 -0.022 -0.022 -0.061
C 0.209415 5.034152 -1.884577 0.022 -0.006 -0.057
C 0.041324 4.431898 -3.181815 -0.002 0.035 0.111
C 0.145276 5.150879 -4.366779 0.014 0.062 -0.016
C -0.023042 4.476594 -5.563714 0.010 0.066 -0.016
C -0.283009 3.121087 -5.540643 0.029 -0.140 0.003
N -0.387922 2.426276 -4.398817 -0.003 0.095 0.123
C -0.227410 3.073851 -3.242016 -0.060 -0.027 -0.018
H 0.357691 6.211331 -4.349570 -0.001 -0.005 0.015
H 0.057518 4.993592 -6.509024 -0.007 -0.012 0.007
H -0.394591 2.563812 -6.461890 0.004 -0.012 0.011
H -0.319617 2.492769 -2.333027 -0.004 -0.023 -0.029

---

(4)
61
Properties=species:S:1:pos:R:3:forces:R:3 method="wB97M-V/def2-TZVPD" charge=+1 lumo_energy_ev="-5.09 / -4.87" gap_ev="5.74 / 6.24" multiplicity=3 e_above_lowest_kcal_mol=105.9
W -0.252455 -1.475423 0.578095 0.739 -0.134 -1.108
C -2.912112 -3.479337 0.718812 0.189 0.060 -0.133
C -2.406839 -2.253749 1.450699 -0.545 -0.180 0.282
C -3.134570 -1.041833 1.407599 -0.218 -0.022 -0.048
C -3.058686 -0.116625 2.428178 0.174 -0.061 0.163
C -2.226383 -0.351460 3.535473 -0.108 0.040 -0.161
C -1.422812 -1.471685 3.559567 0.015 0.118 -0.088
C -1.481043 -2.400141 2.502693 -0.115 -0.292 0.258
H -3.518592 -3.210740 -0.144800 -0.003 0.001 0.020
H -3.538254 -4.037784 1.416729 -0.023 -0.014 -0.028
H -2.100959 -4.128139 0.390887 -0.021 -0.009 0.044
H -3.838039 -0.890474 0.596483 0.027 0.017 0.003
H -3.673746 0.771830 2.381308 -0.004 0.015 0.045
H -2.209711 0.346208 4.362302 -0.015 0.018 0.002
H -0.759993 -1.664590 4.392308 0.018 0.021 -0.006
H -0.985060 -3.359413 2.612636 0.093 0.086 -0.012
C -1.093150 5.099388 1.707617 -0.028 0.031 0.033
C -0.244820 3.875337 1.559848 0.053 -0.015 -0.020
C -0.728513 2.651099 1.820824 -0.015 0.006 -0.071
C 0.055687 1.350022 1.768103 -0.060 0.134 -0.019
C 2.470872 0.857023 0.944733 -0.166 -0.217 -0.309
C 2.622138 1.847883 -0.118262 0.020 -0.099 0.191
C 1.170682 4.118391 1.046456 0.138 0.010 0.183
S 2.418770 -0.875774 0.926657 0.204 0.276 0.140
O 1.364465 -1.167698 1.980252 -0.011 -0.031 0.340
O 3.687933 -1.483915 1.105263 0.122 0.031 0.074
N 1.634742 -1.301586 -0.398233 -0.028 -0.295 -0.265
C 2.064418 -2.593230 -0.979681 0.085 0.254 -0.183
C 1.489130 -3.715740 -0.144278 0.190 -0.262 0.263
O 1.980616 -4.783008 0.045120 -0.139 0.072 -0.191
O 0.316569 -3.329119 0.417952 -0.352 0.052 0.394
H -2.095585 4.849823 2.048596 -0.007 0.002 -0.008
H -1.168520 5.628495 0.755305 -0.007 0.003 -0.004
H -0.647581 5.790392 2.425448 0.011 0.000 -0.003
H -1.767966 2.571259 2.116546 0.001 0.003 0.035
H -0.206444 0.720002 2.611798 -0.012 -0.024 -0.068
H 3.442192 2.036460 -0.795660 -0.002 -0.030 -0.026
H 1.176926 4.850288 0.242612 -0.068 -0.024 -0.027
H 3.147056 -2.682782 -1.032900 -0.010 0.017 0.015
H 1.649624 -2.650317 -1.987476 0.039 -0.023 -0.005
I 2.397740 5.015367 2.583833 -0.037 -0.041 -0.093
C 1.642207 2.765789 0.646262 -0.170 -0.011 -0.050
C 1.113989 2.171325 -0.590936 0.175 0.327 -0.152
N 0.026502 1.284329 -0.588887 -0.134 -0.251 0.339
N -0.225372 0.553533 0.517825 0.021 0.249 0.107
C 1.510126 1.704576 1.726884 0.159 0.115 0.114
H 1.113697 2.818910 -1.460357 -0.019 0.001 0.008
H -0.216686 0.808041 -1.448937 -0.018 -0.043 -0.001
H 1.916573 2.047616 2.681049 -0.045 -0.013 0.006
Te -1.559074 -1.540183 -1.766252 0.173 0.251 -0.280
C -0.210162 -1.196810 -3.408503 -0.109 -0.092 -0.065
C -0.660691 -1.701224 -4.628421 -0.211 -0.087 0.139
C 0.061018 -1.494103 -5.792494 0.071 0.033 -0.032
C 1.246736 -0.775500 -5.760086 -0.026 -0.015 0.007
C 1.702634 -0.273421 -4.552122 0.038 0.013 -0.013
C 0.982187 -0.479619 -3.383245 -0.033 0.026 0.304
H -1.584838 -2.264796 -4.679470 0.003 0.007 0.021
H -0.306301 -1.898668 -6.725969 -0.008 -0.004 0.000
H 1.812312 -0.612675 -6.667258 0.002 -0.001 -0.003
H 2.632498 0.279090 -4.511226 0.007 0.006 0.004
H 1.384888 -0.110921 -2.447322 0.000 -0.007 -0.057